i | # C4H3NS

C4H3NS in the gas phase (ωB97M-V/def2-TZVPD, the Open Molecules 2025 dataset).

Calculated values
SMILES = [H]/N=C1\CS2#CC=21
charge = 0
LUMO energy = -0.764 eV

Atoms and positions in Å:
C (-3.2562, -0.9383, -0.0304)
H (-0.6799, 0.6564, -1.2741)
C (-0.7664, 0.4434, -0.1610)
N (0.3747, -1.8173, 0.2123)
S (-2.6420, 0.6835, -0.0222)
C (-0.5092, -1.0389, 0.0044)
C (-2.0792, -1.4494, -0.1354)
H (1.3247, -1.3394, 0.5581)
H (-0.2453, 1.1596, 0.4967)

Results of the Mulliken charge analysis, in e, for atoms 1 through 6:
1. C -0.095
2. H 0.276
3. C -0.465
4. N -0.555
5. S -0.013
6. C 0.251

---

ii | # C4H3NS

C4H3NS in the gas phase (ωB97M-V/def2-TZVPD, the Open Molecules 2025 dataset).

Calculated values
SMILES = N#C/C=C\C=S
charge = 0
LUMO energy = -1.899 eV

Atoms and positions in Å:
N (0.5136, 0.3712, -2.6866)
S (-2.2363, -0.1285, 1.8667)
C (-1.2949, 0.1524, 0.4846)
H (-1.4907, 0.7568, -0.3861)
H (2.1770, -0.6102, -0.0617)
C (0.6417, 0.2137, -1.5002)
C (0.0941, -0.2087, 0.7753)
C (1.0357, -0.2630, -0.2584)
H (0.5599, -0.2837, 1.7663)

Results of the Mulliken charge analysis, in e, for atoms 1 through 6:
1. N -0.398
2. S -0.186
3. C -0.320
4. H 0.352
5. H 0.265
6. C 0.181

---

List of relative energies, unit kJ/mol: i 285.5; ii 0.0

---

i | # C4H3NS

C4H3NS in the gas phase (ωB97M-V/def2-TZVPD, the Open Molecules 2025 dataset).

Calculated values
SMILES = S=C1C=CC=N1
charge = 0
LUMO energy = -1.777 eV

Atoms and positions in Å:
C (0.2974, 0.9816, -0.0128)
C (-0.9789, 0.4821, -0.0060)
H (-1.6226, -1.6892, -0.0356)
C (1.1666, -0.2192, -0.0301)
S (2.7797, -0.1954, 0.0038)
H (-1.8951, 1.0778, 0.1116)
N (0.4058, -1.4084, 0.0055)
H (0.6391, 1.9648, -0.0304)
C (-0.7919, -0.9941, -0.0060)

Results of the Mulliken charge analysis, in e, for atoms 1 through 6:
1. C -0.240
2. C -0.353
3. H 0.414
4. C 0.181
5. S -0.229
6. H 0.359

---

ii | # C4H3NS

C4H3NS in the gas phase (ωB97M-V/def2-TZVPD, the Open Molecules 2025 dataset).

Calculated values
charge = 0
LUMO energy (alpha / beta) = -2.701 / -2.434 eV

Atoms and positions in Å:
H (-0.8950, -0.3219, -0.3047)
C (1.8280, 1.1402, 4.3112)
H (0.1954, 1.0708, -0.1990)
H (0.7960, -0.5706, -0.5242)
N (0.7894, 0.6130, 2.1847)
C (1.5243, 1.0668, 3.0783)
C (0.0041, -0.2093, 1.5388)
C (0.0282, 0.0887, 0.0422)
S (-0.9491, -1.0483, 2.5648)

Results of the Mulliken charge analysis, in e, for atoms 1 through 6:
1. H 0.298
2. C -0.582
3. H 0.355
4. H 0.257
5. N -0.056
6. C 0.607

---

List of relative energies, unit kJ/mol: i 0.0; ii 487.5

---

i | # C4H4FNOS

C4H4FNOS in the gas phase (ωB97M-V/def2-TZVPD, the Open Molecules 2025 dataset).

Calculated values
SMILES = C=C(F)/C(C=O)=N\S
charge = 0
LUMO energy = -0.555 eV

Atoms and positions in Å:
C (-1.7634, 0.5065, 0.4740)
H (-0.7547, -2.1498, 0.2176)
C (0.4447, -0.5792, -0.4703)
H (-2.2554, 1.4706, 0.6876)
O (-2.3545, -0.5547, 0.5349)
C (-0.3079, 0.5981, 0.0569)
S (1.7479, 2.3613, 0.1918)
C (0.1731, -1.8631, -0.2898)
N (0.1691, 1.7662, 0.1949)
H (2.4869, 1.2434, 0.1210)
H (0.8509, -2.6273, -0.5917)
F (1.5632, -0.1718, -1.1268)

Results of the Mulliken charge analysis, in e, for atoms 1 through 6:
1. C -0.035
2. H 0.303
3. C 0.550
4. H 0.378
5. O -0.499
6. C 0.493

---

ii | # C4H4FNOS

C4H4FNOS in the gas phase (ωB97M-V/def2-TZVPD, the Open Molecules 2025 dataset).

Calculated values
SMILES = Fc1ocnc1CS
charge = 0
LUMO energy = 0.780 eV

Atoms and positions in Å:
H (-1.1547, 0.2432, -3.1061)
C (-0.8879, 0.0770, -2.0766)
S (1.5995, 1.4096, 1.4833)
N (-0.6651, 0.9256, -1.1339)
C (-0.1031, 0.7488, 1.3384)
C (-0.4106, 0.1656, 0.0012)
F (-0.3607, -2.2722, 0.2778)
H (-0.7547, 1.5999, 1.5368)
H (2.2353, 0.2383, 1.3206)
C (-0.5051, -1.1332, -0.3823)
H (-0.2531, 0.0212, 2.1325)
O (-0.7903, -1.2294, -1.6828)

Results of the Mulliken charge analysis, in e, for atoms 1 through 6:
1. H 0.394
2. C -0.003
3. S -0.209
4. N -0.534
5. C -0.747
6. C 0.433

---

List of relative energies, unit kJ/mol: i 131.5; ii 0.0

---

i | # C3H3N3O3

2 unconnected molecules or ions with the total composition C3H3N3O3 (ωB97M-V/def2-TZVPD, the Open Molecules 2025 dataset).

Calculated values
charge = 0
LUMO energy = 0.450 eV

Atoms and positions in Å:
N (-1.1817, -0.5321, 1.7172)
N (-0.1717, -0.4282, 0.7970)
O (2.8523, -0.3615, -1.7649)
H (-1.9370, -0.0772, 1.2497)
C (1.7726, -0.3528, -1.4396)
O (-1.6110, -0.5011, -1.0241)
N (0.6054, -0.4514, -1.2993)
C (0.6878, 1.6605, 1.0915)
C (-0.4231, -0.5551, -0.4078)
H (-1.3157, 0.0311, -1.8461)
H (-0.8539, -0.1450, 2.5481)
O (1.5760, 1.7128, 0.3783)

Results of the Mulliken charge analysis, in e, for atoms 1 through 6:
1. N -0.618
2. N -0.199
3. O -0.369
4. H 0.223
5. C 0.555
6. O -0.543

---

ii | # C3H3N3O3

C3H3N3O3 in the gas phase (ωB97M-V/def2-TZVPD, the Open Molecules 2025 dataset).

Calculated values
SMILES = O=N/C=C1/NONC1=O
charge = 0
LUMO energy = -0.875 eV

Atoms and positions in Å:
C (-0.9028, -0.6531, -1.0026)
N (-0.8817, 0.8971, 0.7997)
H (1.9937, 1.4571, 1.5651)
O (2.1742, -0.3299, -0.3549)
H (-1.6544, 0.5376, 1.3626)
N (1.2713, 0.7763, 1.4437)
O (0.0457, 1.4331, 1.7025)
C (1.2150, 0.0990, 0.2342)
H (-1.9556, -0.5725, -1.2049)
O (-0.8736, -2.1609, -2.6151)
N (-0.1626, -1.5423, -1.8566)
C (-0.2692, 0.0586, -0.0736)

Results of the Mulliken charge analysis, in e, for atoms 1 through 6:
1. C -0.698
2. N -0.203
3. H 0.285
4. O -0.521
5. H 0.280
6. N -0.094

---

iii | # C3H3N3O3

C3H3N3O3 in the gas phase (ωB97M-V/def2-TZVPD, the Open Molecules 2025 dataset).

Calculated values
SMILES = O=Cn1cno/c1=N\O
charge = 0
LUMO energy = -0.251 eV

Atoms and positions in Å:
C (-1.2650, 0.7679, -1.1609)
H (-1.4426, 1.6640, -0.4979)
H (0.1046, -2.1313, -1.8361)
O (-2.0608, 0.5111, -2.1074)
O (1.0099, 1.3722, 2.2613)
O (1.0267, -0.8224, 0.9307)
N (1.1416, -1.6958, -0.0984)
C (0.2158, -1.3800, -0.9410)
H (1.0878, 0.2320, 2.4442)
N (0.2399, 1.3577, 1.0816)
C (0.2349, 0.2232, 0.6322)
N (-0.2928, -0.0986, -0.7083)

Results of the Mulliken charge analysis, in e, for atoms 1 through 6:
1. C 0.142
2. H 0.379
3. H 0.341
4. O -0.527
5. O -0.401
6. O -0.258

---

List of relative energies, unit kJ/mol: i 0.0; ii 376.5; iii 307.3

---

i | # C10H18N3O

A gas-phase ion, C10H18N3O (charge +1) (ωB97M-V/def2-TZVPD, the Open Molecules 2025 dataset).

Calculated values
SMILES = C/[N+](=C/C(C)(C)N)CCc1cocn1
charge = +1
LUMO energy = -2.928 eV

Atoms and positions in Å:
C (1.6249, 3.2584, -0.8233)
N (1.4567, -0.7834, 1.0586)
C (1.0898, 1.9733, -0.9306)
H (-0.0815, -2.8063, 1.9899)
H (1.8126, -0.4401, 1.9708)
N (0.4776, 1.6547, 0.2422)
H (2.3540, 0.7026, -2.0330)
C (0.6168, 2.7375, 0.9681)
C (-0.4859, -0.2704, 2.5931)
C (-0.0665, -0.7263, 1.2090)
H (-1.7102, -2.2077, 1.1420)
N (-0.7083, -0.1262, -1.1541)
H (1.2162, 1.2682, -2.9966)
H (0.4328, -0.8869, -2.6650)
H (-1.5550, -0.5727, 2.9018)
C (-0.8551, 0.0290, 0.1585)
O (1.2920, 3.7179, 0.4276)
H (-0.2264, -2.6871, 0.1099)
C (-1.6756, 0.4334, -2.0573)
H (-2.6493, 0.7059, -1.4616)
H (-0.1818, 0.8411, 2.8260)
C (-0.5502, -2.2233, 1.0671)
H (-1.7212, -0.3786, -2.8014)
H (1.6467, -1.7987, 1.1411)
C (1.3252, 0.8989, -2.0747)
H (1.3417, -0.9731, -1.0744)
H (-1.1565, 1.1989, -2.5871)
H (0.1910, 2.8925, 1.9881)
H (2.1543, 3.9110, -1.3706)
H (0.1608, -0.7028, 3.2599)
C (0.5719, -0.4012, -1.7042)
H (-1.7193, 0.4432, 0.5905)

Results of the Mulliken charge analysis, in e, for atoms 1 through 6:
1. C -0.986
2. N -0.538
3. C 0.426
4. H 0.409
5. H 0.313
6. N 0.348

---

ii | # C10H18N3O

2 unconnected molecules or ions with the total composition C10H18N3O (ωB97M-V/def2-TZVPD, the Open Molecules 2025 dataset).

Calculated values
charge = +1
LUMO energy = -3.944 eV

Atoms and positions in Å:
H (0.7665, -2.7605, -0.8232)
C (-2.3906, 1.8318, 1.7814)
C (-2.4924, 0.4860, -0.4640)
H (0.9322, 2.1152, 0.2543)
H (1.7570, 1.9620, -1.3919)
H (-1.9036, 1.5739, 2.7166)
H (0.8940, 0.6370, 2.7619)
H (-1.8026, 2.6537, 1.2644)
H (2.6267, -1.4434, 0.9940)
H (2.4642, 0.6940, 2.0253)
H (1.0089, -1.5421, -3.2435)
C (0.7975, 1.6836, -0.7238)
C (-2.4217, -1.4412, 0.4052)
C (0.8290, 0.3041, -0.4961)
H (-2.1539, 1.1662, -1.4866)
N (1.0329, -0.5838, -1.4228)
H (2.4233, -2.2131, -1.2712)
C (1.5154, -0.4942, -2.8465)
H (-0.0690, 2.1253, -1.0864)
C (1.6566, -1.5057, 0.7173)
N (1.4685, 0.6666, 1.8357)
N (-2.3661, -0.6441, 1.4170)
H (1.2636, -2.3239, 1.3109)
C (1.4315, -1.9114, -0.7755)
H (0.4999, -0.1099, -3.0421)
C (0.9146, -0.1037, 0.9003)
C (-2.4536, 0.6242, 0.9049)
H (-2.6922, -2.5011, 0.5084)
H (2.5857, -0.1404, -3.3114)
H (-0.2128, -0.1988, 1.1637)
H (-3.3521, 2.2404, 2.1481)
O (-2.5575, -0.8469, -0.7243)

Results of the Mulliken charge analysis, in e, for atoms 1 through 6:
1. H 0.348
2. C -1.139
3. C -0.318
4. H 0.430
5. H 0.333
6. H 0.344

---

List of relative energies, unit kJ/mol: i 0.0; ii 204.9

---

i | # C3H7N2O

A molecular structure, C3H7N2O (ωB97M-V/def2-TZVPD, the Open Molecules 2025 dataset).

Calculated values
charge = +1
LUMO energy = -4.470 eV

Atoms and positions in Å:
C (-1.1876, -0.3296, 0.9271)
N (0.4512, 2.0166, -0.5956)
H (-2.0236, -0.5343, 0.2082)
H (-1.3494, -1.2247, 1.5032)
H (0.0977, -2.6089, 0.4383)
H (0.0032, 2.0628, 0.3205)
C (0.8983, 0.8171, -0.9803)
C (0.5768, -1.6628, -0.0267)
H (-1.3249, 0.5766, 1.6467)
N (-0.0069, -0.5034, 0.0486)
H (0.7129, 2.8483, -1.1681)
O (1.6109, 0.2797, -1.7130)
H (1.5414, -1.7373, -0.6089)

Results of the Mulliken charge analysis, in e, for atoms 1 through 6:
1. C -0.850
2. N -0.306
3. H 0.364
4. H 0.321
5. H 0.245
6. H 0.236

---

ii | # C3H7N2O

2 unconnected molecules or ions with the total composition C3H7N2O (ωB97M-V/def2-TZVPD, the Open Molecules 2025 dataset).

Calculated values
charge = +1
LUMO energy = -3.514 eV

Atoms and positions in Å:
C (0.8030, 0.4090, 0.9725)
C (0.6613, -0.4123, -1.0804)
H (0.2261, 1.4627, -2.0257)
H (-2.9253, -0.6876, 0.8332)
H (-0.1670, 2.1716, 0.4654)
H (-2.0955, -1.9772, 0.7596)
N (1.1793, -0.5968, 0.1684)
H (0.9032, 0.4525, 2.0413)
O (-2.0930, -1.0422, 0.4954)
C (0.2002, 0.8685, -1.1257)
H (0.5894, -1.1577, -1.8520)
N (0.0533, 1.2242, 0.1945)
H (1.7403, -1.3812, 0.4636)

Results of the Mulliken charge analysis, in e, for atoms 1 through 6:
1. C -0.151
2. C -0.253
3. H 0.382
4. H 0.305
5. H 0.275
6. H 0.312

---

List of relative energies, unit kJ/mol: i 139.8; ii 0.0